# 1
The molecule C23H22ClNO2. Source: OMol25; level of theory: wB97M-V/def2-TZVPD.

The value obtained for the HOMO energy is -7.80 eV. The SMILES is CC1(C)Cc2c(-c3ccccc3)c(-c3ccc(Cl)cc3)c(CC(=O)O)n2C1. As for the largest force on an atom: 0.67 eV/A. The value obtained for the calculated total energy is -1555.13257 Eh.

Element x y z (Å)
C1 1.1405 -2.7004 2.6395
C2 2.1765 -1.7258 2.0783
C3 3.5688 -2.0869 2.5820
H1 3.6015 -2.0490 3.6687
H2 3.8330 -3.0932 2.2660
H3 4.3143 -1.3975 2.1911
C4 1.7765 -0.2815 2.4692
N1 0.9288 0.1128 1.3791
C5 1.0862 -0.6513 0.2682
C6 0.2371 -0.1919 -0.7121
C7 -0.4613 0.9202 -0.1390
C8 -0.0006 1.0787 1.1573
C9 -0.3592 2.0890 2.2012
C10 -1.3511 1.4528 3.1491
O1 -2.5412 1.4132 2.9999
O2 -0.7445 0.8719 4.1960
H4 -1.4000 0.4429 4.7692
H5 0.5278 2.3888 2.7611
H6 -0.8236 2.9516 1.7242
C11 -1.4013 1.7939 -0.8363
C12 -2.5892 2.2108 -0.2380
C13 -3.4609 3.0500 -0.9082
C14 -3.1487 3.4765 -2.1876
C15 -1.9740 3.0739 -2.8029
C16 -1.1078 2.2391 -2.1256
H7 -0.1883 1.9280 -2.5979
H8 -1.7412 3.4142 -3.7998
Cl1 -4.2388 4.5259 -3.0319
H9 -4.3804 3.3665 -0.4411
H10 -2.8459 1.8635 0.7506
C17 0.0397 -0.7759 -2.0336
C18 -1.2313 -0.8489 -2.6018
C19 -1.4105 -1.4143 -3.8495
C20 -0.3285 -1.9228 -4.5493
C21 0.9365 -1.8660 -3.9891
C22 1.1198 -1.2988 -2.7420
H11 2.1099 -1.2443 -2.3139
H12 1.7847 -2.2629 -4.5287
H13 -0.4708 -2.3632 -5.5253
H14 -2.4012 -1.4624 -4.2778
H15 -2.0803 -0.4668 -2.0551
C23 2.0903 -1.7196 0.5315
H16 3.0591 -1.4564 0.0964
H17 1.7904 -2.6870 0.1301
H18 2.6574 0.3710 2.5204
H19 1.2526 -0.2372 3.4250
H20 1.1373 -2.6725 3.7273
H21 0.1465 -2.4419 2.2803
H22 1.3651 -3.7170 2.3252


# 2
The molecule C19H20ClNO4S. Source: OMol25; level of theory: wB97M-V/def2-TZVPD.

The calculation puts the relative energy (zero: lowest compared OMol25 entry of this formula, charge and spin) at 19.0 kcal per mole. The value obtained for the HOMO energy is -8.87 eV. The SMILES is COc1cccc(CN(C(=O)c2ccccc2Cl)[C@@H]2CCS(=O)(=O)C2)c1. As for the largest force on an atom: 0.75 eV/A. The value obtained for the calculated total energy is -1950.11433 Eh.

Element x y z (Å)
C1 3.8768 1.1100 -4.4721
H1 3.3343 0.8078 -5.3736
O1 3.0000 1.5757 -3.4740
C2 2.0674 0.7227 -2.9760
C3 1.8916 -0.5966 -3.3771
C4 0.8970 -1.3632 -2.7912
C5 0.0768 -0.8380 -1.8131
C6 0.2498 0.4794 -1.4009
C7 1.2411 1.2483 -1.9806
H2 1.3972 2.2747 -1.6847
C8 -0.6213 1.0467 -0.3072
N1 -0.4102 0.3485 0.9491
C9 -1.3886 -0.2745 1.6412
O2 -1.1907 -0.8752 2.6808
C10 -2.7824 -0.1689 1.0867
C11 -3.5434 0.9761 1.2936
C12 -4.8629 1.0252 0.8811
C13 -5.4365 -0.0730 0.2611
C14 -4.6968 -1.2244 0.0565
C15 -3.3777 -1.2683 0.4778
Cl1 -2.4506 -2.7077 0.2388
H3 -5.1356 -2.0866 -0.4201
H4 -6.4657 -0.0372 -0.0612
H5 -5.4443 1.9191 1.0464
H6 -3.0918 1.8256 1.7842
C16 0.9652 0.3146 1.4449
C17 1.1048 1.0036 2.7974
H7 1.4228 2.0377 2.7271
H8 0.2078 0.9129 3.4011
S1 2.3672 0.0032 3.6465
O3 2.2418 0.0953 5.0735
O4 3.6573 0.2940 3.0812
C18 1.7360 -1.5480 2.9603
C19 1.5183 -1.1379 1.5212
H9 0.8280 -1.8134 1.0161
H10 2.4740 -1.1689 0.9970
H11 0.8054 -1.7632 3.4762
H12 2.4554 -2.3495 3.0799
H13 1.5598 0.8563 0.7064
H14 -0.3991 2.1112 -0.1681
H15 -1.6721 0.9463 -0.5863
H16 -0.6969 -1.4435 -1.3684
H17 0.7640 -2.3860 -3.1102
H18 2.5154 -1.0351 -4.1393
H19 4.5264 1.9510 -4.7083
H20 4.4848 0.2734 -4.1140


# 3
A cluster of 10 separate species, C15H50N4O10 in total in a non-equilibrium geometry. Source: OMol25; level of theory: wB97M-V/def2-TZVPD.

The calculation puts the relative energy (zero: lowest compared OMol25 entry of this formula, charge and spin) at 59.9 kcal per mole. The value obtained for the HOMO energy is -9.50 eV. The SMILES is NC(N)=O.NC(N)=O.CCO.CCO.CCO.CCO.CCO.CO.CO.CO. As for the largest force on an atom: 6.16 eV/A. The value obtained for the calculated total energy is -1572.74878 Eh.

Element x y z (Å)
C1 0.3692 -25.1450 16.3327
O1 -0.2020 -24.0984 17.1206
H1 1.4558 -25.0854 16.2699
H2 0.2320 -26.0770 16.8810
H3 -0.1077 -25.3216 15.3686
H4 0.1888 -24.1961 17.9919
C2 -2.7638 -22.5868 22.8252
O2 -1.6400 -21.7349 22.8656
H5 -2.7859 -23.3094 23.6411
H6 -3.6651 -21.9739 22.8378
H7 -2.6781 -23.1412 21.8906
H8 -0.8536 -22.2029 22.5753
C3 7.6519 -11.8762 15.4301
O3 7.7750 -10.6424 15.8695
H9 8.1457 -11.8555 14.4586
H10 8.1974 -12.5104 16.1288
H11 6.5875 -12.0922 15.3381
H12 6.9112 -10.2538 16.0259
C4 4.0218 -17.3527 19.8122
O4 4.4787 -18.3208 20.4789
N1 4.4428 -16.1559 19.6719
N2 2.7961 -17.4083 19.3704
H13 3.8810 -15.4525 19.2140
H14 5.4137 -15.9604 19.8701
H15 2.3339 -18.3060 19.3930
H16 2.4721 -16.5991 18.8603
C5 -2.3449 -13.3450 18.3604
O5 -1.1766 -13.4680 18.0864
N3 -3.2719 -13.7028 17.5246
N4 -2.8260 -13.0824 19.5405
H17 -3.0393 -14.2487 16.7074
H18 -4.2268 -13.5099 17.7912
H19 -3.7572 -12.7403 19.7302
H20 -2.2020 -13.1218 20.3336
C6 6.2681 -21.9015 15.9053
C7 7.5120 -21.0552 15.7227
O6 7.9337 -20.8757 14.3348
H21 5.4305 -21.5370 15.3106
H22 5.8094 -21.8182 16.8906
H23 6.4076 -22.9161 15.5322
H24 8.3350 -21.4916 16.2887
H25 7.3197 -20.0622 16.1290
H26 8.1170 -21.7768 14.0591
C8 9.9598 -20.4428 26.0416
C9 8.8823 -20.7462 24.9594
O7 9.3074 -20.0060 23.7823
H27 9.6417 -19.5038 26.4946
H28 10.9652 -20.3744 25.6262
H29 10.0216 -21.1437 26.8742
H30 7.9034 -20.4109 25.3020
H31 8.9194 -21.8231 24.7954
H32 8.7874 -20.3566 23.0555
C10 2.2861 -26.0575 22.3867
C11 3.2946 -24.9518 22.1669
O8 2.5465 -23.8668 21.5984
H33 1.9518 -26.6126 21.5103
H34 1.3583 -25.5888 22.7146
H35 2.5273 -26.7804 23.1660
H36 4.1442 -25.3004 21.5797
H37 3.6520 -24.5358 23.1089
H38 3.1252 -23.1109 21.4748
C12 9.2228 -13.0273 24.7953
C13 9.5261 -12.5565 23.3798
O9 9.4524 -13.6307 22.5751
H39 10.0207 -13.4529 25.4039
H40 8.4629 -13.8086 24.7825
H41 8.7872 -12.1360 25.2469
H42 10.5543 -12.1949 23.3653
H43 8.8965 -11.7218 23.0715
H44 10.1646 -14.2445 22.7686
C14 4.1726 -7.8592 19.3688
C15 2.9044 -8.7874 19.1406
O10 3.1538 -9.8516 18.2919
H45 3.9431 -6.9899 19.9849
H46 4.6963 -7.5486 18.4647
H47 4.8409 -8.4198 20.0223
H48 2.0828 -8.2592 18.6569
H49 2.4453 -9.2217 20.0286
H50 2.3513 -10.3065 18.0261


# 4
A cluster of 2 separate species, C11H18 in total in a non-equilibrium geometry. Source: OMol25; level of theory: wB97M-V/def2-TZVPD.

The calculation puts the relative energy (zero: lowest compared OMol25 entry of this formula, charge and spin) at 28.3 kcal per mole. The value obtained for the HOMO energy is -8.99 eV. The SMILES is Cc1ccccc1.CC(C)C. As for the largest force on an atom: 2.60 eV/A. The value obtained for the calculated total energy is -429.89556 Eh.

Element x y z (Å)
C1 1.2144 1.1998 0.9695
C2 -0.1857 1.8201 1.0809
C3 1.8061 1.5338 -0.4092
C4 2.0783 1.6953 2.1020
H1 1.0285 0.1146 0.9792
H2 -0.4367 2.7983 0.6481
H3 1.7935 2.6283 -0.4655
H4 2.8167 1.1372 -0.4844
H5 1.3538 1.2175 -1.3633
H6 3.1711 1.6499 1.9137
H7 1.9281 2.7563 2.2774
H8 2.0025 1.0984 3.0188
H9 -0.4579 2.0698 2.1175
H10 -0.9039 1.1076 0.6923
C5 -2.9508 -0.5347 -0.0694
C6 -0.1579 -1.5041 -2.4558
C7 0.5516 -2.4286 -1.6429
C8 -1.2687 -0.8968 -1.9307
C9 -1.7957 -1.2388 -0.6843
C10 0.0375 -2.7784 -0.4173
C11 -1.1668 -2.2401 0.0494
H11 0.2560 -1.4918 -3.4517
H12 1.4908 -2.7872 -2.0490
H13 -1.7026 -0.0358 -2.4464
H14 0.5493 -3.4891 0.2247
H15 -3.7837 -0.2400 -0.6890
H16 -2.5475 0.3007 0.5333
H17 -1.4268 -2.5011 1.0640
H18 -3.2936 -0.9610 0.8883